C4H10O2 | ωB97M-V/def2-TZVPD

The value obtained for the HOMO energy is -0.372 Ha. For the max |F|, the calculation gives 0.36 eV/A. The SMILES is C[C@@H](O)CCO. The HOMO-LUMO gap comes out at 10.94 eV.

CARTESIAN COORDINATES (ANGSTROEM)
C (0.6247, -1.9988, -0.2805)
C (0.2145, -0.6479, 0.2819)
O (1.3351, -0.1663, 0.9976)
C (-0.2147, 0.3603, -0.7902)
C (-0.7768, 1.6702, -0.1953)
O (-0.3904, 1.9012, 1.1616)
H (0.9774, -2.6182, 0.5500)
H (-0.2154, -2.5062, -0.7656)
H (1.4467, -1.8924, -1.0000)
H (-0.6488, -0.8160, 0.9609)
H (1.1233, 0.7455, 1.2535)
H (-0.9841, -0.0863, -1.4304)
H (0.6507, 0.5624, -1.4326)
H (-1.8721, 1.6863, -0.2833)
H (-0.4057, 2.5392, -0.7426)
H (-0.8645, 1.2669, 1.7152)